CH4OS2 | ωB97M-V/def2-TZVPD

Each atom is followed by the atoms it is bonded to, with distances in Å.
Element x y z (Å)
1 H 2.3708 5.6114 0.6418  S7 1.407
2 C -1.6714 -4.6038 0.5565  H3 1.093, O4 1.217, H6 1.082
3 H -2.5019 -4.0690 1.0233  C2 1.093
4 O -0.9096 -3.8536 -0.0257  C2 1.217
5 H 0.5728 3.1902 -0.9945  S8 1.353
6 H -1.4861 -5.6679 0.4889  C2 1.082
7 S 1.8117 5.6666 -0.6477  H1 1.407, S8 1.980
8 S 1.8136 3.7262 -1.0426  H5 1.353, S7 1.980

Orbital gap (eV): 9.834
SMILES: C=O.SS
Relative energy (zero: lowest compared OMol25 entry of this formula, charge and spin) (kJ/mol): 93.88
E_tot (eV): -24818.3022
E_LUMO (eV): 0.53

These are the natural (NBO) partial charges, in e, on atoms 1 to 5: 0.133, 0.241, 0.129, -0.500, 0.124